(1)
CH2N2O2S | ωB97M-V with the def2-TZVPD basis set

Atoms and positions in Å:
C1 0.11049 -0.77473 -0.58109
N1 1.03352 -0.74664 0.29348
N2 1.88585 -0.67910 1.00246
O1 -0.76204 1.89975 -0.70148
O2 -0.71262 1.08049 1.64906
S1 -1.24176 0.98751 0.28417
H1 0.25294 -0.05076 -1.34202
H2 -0.56638 -1.71653 -0.60458

## Properties
Frontier orbital gap   9.0 eV
Multiplicity   1
E   -18977.060 eV
Energy above the lowest of the compared OMol25 structures with the same formula, charge and spin   411.8 kJ/mol

(2)
C2H4F3N | ωB97M-V with the def2-TZVPD basis set

Atoms and positions in Å:
C1 0.29542 0.63538 -0.87526
C2 -0.41006 0.22078 0.35577
N1 2.86472 0.84832 -0.03975
F1 -1.08101 1.19416 1.04471
F2 2.70066 -0.10491 0.99313
F3 3.71207 0.22156 -0.85396
H1 0.09472 1.61363 -1.17347
H2 0.40770 0.04611 -1.77051
H3 0.22478 -0.23222 1.21382
H4 -1.22841 -0.49224 0.14203

## Properties
Frontier orbital gap   6.7 eV
Multiplicity   1
E   -11773.650 eV
Energy above the lowest of the compared OMol25 structures with the same formula, charge and spin   793.0 kJ/mol

(3)
C61H51BaBrN8P | ωB97M-V with the def2-TZVPD basis set

Atoms and positions in Å:
Ba1 0.21824 -0.14192 0.56022
C1 3.85354 4.05632 1.97311
C2 4.32041 5.04420 0.93271
C3 5.49678 5.76206 1.13910
C4 5.93715 6.73103 0.24941
C5 5.18239 7.00762 -0.88177
C6 4.02448 6.28750 -1.12580
C7 3.58998 5.29881 -0.24219
N1 2.39532 4.61391 -0.53439
C8 2.19633 3.22463 -0.54353
N2 3.37652 2.54995 -0.62600
C9 3.78752 1.20690 -0.33970
C10 2.87969 0.20976 0.02359
C11 3.48507 -1.02666 0.31083
C12 4.85585 -1.26592 0.23907
C13 5.69799 -0.23699 -0.15479
C14 5.17940 1.01760 -0.45556
C15 6.11729 2.12245 -0.89289
N3 1.00680 2.72209 -0.57798
C16 -0.08321 3.62077 -0.46688
C17 -0.29082 4.39278 0.67884
C18 -1.37204 5.25558 0.77538
C19 -2.27346 5.35032 -0.27442
C20 -2.07939 4.57331 -1.40842
C21 -0.99418 3.71230 -1.52859
C22 -0.80055 2.86204 -2.75399
H1 4.17572 4.37924 2.96361
H2 4.25514 3.05424 1.79831
H3 2.76657 3.96802 1.97289
H4 6.06758 5.56753 2.04167
H5 6.85467 7.27364 0.44405
H6 5.50080 7.77048 -1.58164
H7 3.43881 6.47983 -2.01881
H8 1.63968 5.14623 -0.93256
H9 4.15097 3.17237 -0.76982
H10 2.85674 -1.87082 0.60602
H11 5.26346 -2.24298 0.48178
H12 6.76875 -0.39981 -0.22810
H13 7.12998 1.73297 -0.99717
H14 6.16027 2.94891 -0.17311
H15 5.82860 2.54700 -1.86112
H16 0.40267 4.29151 1.50648
H17 -1.51602 5.84096 1.67692
H18 -3.13372 6.00474 -0.20389
H19 -2.79693 4.62590 -2.22111
H20 -1.51924 3.13173 -3.53083
H21 -0.93954 1.80745 -2.49981
H22 0.21180 2.96158 -3.15453
N4 2.04392 -7.30400 8.67910
C23 1.81216 -6.55602 7.83672
C24 1.51540 -5.61924 6.77671
C25 2.41407 -4.60299 6.46354
C26 2.11920 -3.71531 5.44247
C27 0.93718 -3.83637 4.71743
C28 0.04242 -4.85018 5.03944
C29 0.32293 -5.73680 6.06552
C30 0.65451 -2.88932 3.59230
C31 0.27792 -1.60047 3.99372
C32 0.01391 -1.21638 5.34631
C33 -0.37137 0.10235 5.31548
C34 -0.32105 0.48261 3.94820
N5 0.05527 -0.51249 3.15819
C35 0.80772 -3.42796 2.30782
C36 1.23122 -4.76573 2.01698
C37 1.22754 -4.89216 0.64956
C38 0.81212 -3.63024 0.14536
N6 0.56159 -2.75821 1.11123
H23 3.33760 -4.51521 7.02054
H24 2.80691 -2.91669 5.19209
H25 -0.88015 -4.93752 4.47861
H26 -0.37324 -6.52409 6.32163
H27 0.08838 -1.85460 6.21399
H28 -0.66734 0.72544 6.14639
H29 -0.55411 1.46229 3.54124
H30 1.51355 -5.51568 2.74072
H31 1.49132 -5.76030 0.06289
H32 0.67908 -3.35668 -0.89529
N7 -2.33646 -1.99313 -3.53583
P1 -0.92641 -0.95272 -3.38632
C39 -0.98019 -0.31968 -5.12079
C40 -1.87641 0.72526 -5.35911
C41 -2.06704 1.22228 -6.64166
C42 -1.34663 0.68893 -7.70314
C43 -0.43080 -0.32884 -7.47176
C44 -0.24727 -0.83137 -6.18840
C45 0.46975 -2.12458 -3.46523
C46 0.36478 -3.45055 -3.87284
C47 1.48475 -4.27126 -3.85651
C48 2.71422 -3.77280 -3.43313
C49 2.82413 -2.45244 -3.01837
C50 1.70191 -1.63305 -3.03120
C51 -2.87898 -2.45542 -2.33515
C52 -4.20766 -2.86482 -2.18615
C53 -4.62353 -3.27685 -0.93368
C54 -3.72968 -3.26374 0.13394
C55 -2.44249 -2.83782 -0.12381
N8 -2.01408 -2.45737 -1.32950
H33 -2.99544 -1.75282 -4.25738
H34 -2.42122 1.15968 -4.52452
H35 -2.76602 2.03246 -6.80998
H36 -1.49326 1.07136 -8.70647
H37 0.14232 -0.73773 -8.29560
H38 0.47481 -1.62152 -6.01875
H39 -0.59878 -3.83984 -4.18486
H40 1.39858 -5.30838 -4.16063
H41 3.58074 -4.42185 -3.40676
H42 3.76876 -2.06618 -2.65428
H43 1.77997 -0.61163 -2.66354
H44 -4.89036 -2.82738 -3.02624
H45 -5.65172 -3.58316 -0.78303
H46 -4.02458 -3.55715 1.13217
H47 -1.69300 -2.79449 0.65806
Br1 -6.46075 3.27661 -0.25641
C56 -4.75831 2.41854 -0.05750
C57 -3.97282 2.71530 1.04092
C58 -2.73015 2.09029 1.15499
C59 -2.20711 1.16815 0.22832
C60 -3.08465 0.91601 -0.84813
C61 -4.33299 1.51880 -1.01669
H48 -4.31492 3.43026 1.78027
H49 -2.13685 2.37405 2.02845
H50 -2.78697 0.21173 -1.62576
H51 -4.96012 1.29400 -1.87312

## Properties
Frontier orbital gap   6.0 eV
Multiplicity   1
Charge   -1
E   -156033.521 eV
Energy above the lowest of the compared OMol25 structures with the same formula, charge and spin   20.5 kJ/mol

(4)
C21H24N2O3 | ωB97M-V with the def2-TZVPD basis set

Atoms and positions in Å:
C1 5.16956 3.23357 -2.23445
H1 4.38154 3.27631 -2.99255
O1 5.65284 1.92120 -2.06519
C2 4.79729 0.95642 -1.65307
C3 3.44771 1.15309 -1.36827
C4 2.66028 0.09564 -0.95513
C5 3.19244 -1.18429 -0.81258
C6 4.55243 -1.36782 -1.09172
C7 5.34154 -0.32433 -1.50707
H2 6.38802 -0.46374 -1.72718
H3 4.96614 -2.35813 -0.97486
C8 2.41935 -2.36489 -0.37206
O2 2.96310 -3.41149 -0.08524
C9 0.90743 -2.22643 -0.33405
C10 0.23989 -3.39368 0.39272
H4 0.36747 -4.30124 -0.19742
H5 0.71694 -3.56162 1.35845
C11 -1.24873 -3.06138 0.59392
N1 -1.73925 -2.23396 -0.49597
C12 -2.14550 -0.92667 -0.33926
O3 -1.99888 -0.09774 -1.21457
N2 -2.78448 -0.68543 0.85557
C13 -3.23750 0.53749 1.35625
C14 -2.92490 1.76153 0.77203
C15 -3.37892 2.93318 1.34435
C16 -4.14673 2.92820 2.50311
C17 -4.45326 1.70327 3.07891
C18 -4.00608 0.52272 2.51746
H6 -4.25394 -0.42184 2.98345
H7 -5.04899 1.66785 3.98000
C19 -4.62781 4.21583 3.10110
H8 -5.30191 4.72465 2.41251
H9 -5.15663 4.03856 4.03420
H10 -3.78878 4.88235 3.29696
H11 -3.13029 3.87637 0.87914
H12 -2.33991 1.78495 -0.13150
H13 -3.08103 -1.48955 1.38811
C20 -1.12261 -2.55768 -1.76778
C21 0.36688 -2.17451 -1.77533
H14 0.92198 -2.87176 -2.40524
H15 0.49046 -1.17276 -2.18426
H16 -1.65666 -2.01609 -2.54865
H17 -1.25303 -3.63049 -1.92645
H18 -1.36130 -2.52409 1.53756
H19 -1.84096 -3.98370 0.64587
H20 0.64538 -1.30125 0.18864
H21 1.62379 0.29707 -0.73501
H22 2.99864 2.12918 -1.46281
H23 4.79364 3.64693 -1.29339
H24 6.02336 3.82023 -2.56924

## Properties
Frontier orbital gap   8.7 eV
Multiplicity   1
SMILES   COc1ccc(C(=O)C2CCN(C(=O)Nc3ccc(C)cc3)CC2)cc1
E   -31290.083 eV
Energy above the lowest of the compared OMol25 structures with the same formula, charge and spin   101.0 kJ/mol

(5)
C3H7NOS | ωB97M-V with the def2-TZVPD basis set

Atoms and positions in Å:
C1 -0.79049 -0.97792 1.56099
C2 -1.10755 1.09683 -0.14632
C3 1.83784 -0.16133 -1.58443
H1 0.42317 -0.99586 1.31153
H2 -0.78944 -2.06176 1.99631
H3 -0.92365 -0.08583 2.34650
H4 -1.74335 1.75613 -0.78569
H5 -0.52044 1.48506 0.84578
H6 1.98942 0.23433 -2.71512
H7 2.75177 -0.94942 -1.19519
N1 0.95955 0.19348 -0.72792
O1 -0.16291 1.01868 -1.15507
S1 -1.92392 -0.55240 0.24863

## Properties
Frontier orbital gap   9.7 eV
Multiplicity   1
SMILES   C=NOCSC
E   -17592.705 eV
Energy above the lowest of the compared OMol25 structures with the same formula, charge and spin   504.1 kJ/mol

(6)
C5H7N3O | ωB97M-V with the def2-TZVPD basis set

Atoms and positions in Å:
C1 -0.96472 -0.99635 2.51412
C2 -0.63706 0.18131 -0.80479
C3 0.84258 0.22005 -0.93291
C4 1.47225 -0.40633 -1.94663
C5 1.61541 1.10274 -0.05960
H1 -1.94500 -0.59790 2.78945
H2 -0.37231 -1.50194 3.28500
H3 -2.11789 0.13547 0.57153
H4 -2.33501 0.67719 -1.47468
H5 2.55602 -0.28336 -2.01208
H6 0.92865 -0.97037 -2.70035
H7 2.73015 1.08046 -0.19365
N1 -0.43287 -0.86282 1.39210
N2 -1.15910 -0.13118 0.43111
N3 -1.34008 0.62684 -1.76107
O1 1.15898 1.72618 0.90246

## Properties
Frontier orbital gap   9.2 eV
Multiplicity   1
SMILES   [H]/N=C(\NN=C)C(=C)C=O
E   -11813.615 eV
Energy above the lowest of the compared OMol25 structures with the same formula, charge and spin   267.7 kJ/mol